Record 1
Here is C5H4F6N2O as an isolated structure from OMol25. Energies are from wB97M-V/def2-TZVPD.

Geometry as ORCA input:
```
! RIJCOSX wB97M-V def2-TZVPD def2/J DEFGRID3
* xyz 0 3
C -0.4009 0.2510 -0.1915
C -1.1231 1.5680 -0.2166
F -0.5416 2.4119 0.7681
N 1.6399 -0.3439 1.0533
H 2.1278 -0.8052 1.7895
O -0.1540 -0.3211 2.5050
C 0.4183 -0.1488 1.5012
N 0.7823 0.1238 -1.0897
C -1.4002 -0.9101 -0.4056
H 1.3966 -1.7993 -0.5322
F -2.1792 -0.7187 -1.4650
F -0.7996 2.2576 -1.3553
F -0.7388 -2.0187 -0.6143
F -2.4207 1.5915 -0.0376
C 1.7825 -0.7361 -0.3199
F -2.1034 -1.0179 0.7518
H 2.7089 -0.4348 -0.8229
H 1.0049 1.0507 -1.3184
*
```

Results
HOMO energy (spin up / spin down) ... -4.566 / -10.497 eV
Kohn-Sham gap (spin up / spin down) ... 0.193 / 0.266 Ha

***

Record 2
Here is one molecule with the formula C5H4F6O2S from OMol25. Energies are from wB97M-V/def2-TZVPD.

Geometry as ORCA input:
```
! RIJCOSX wB97M-V def2-TZVPD def2/J DEFGRID3
* xyz 0 1
C -0.0004 1.0596 0.1848
F 0.3944 2.2361 0.6472
F -2.2621 1.6059 -0.1574
C -0.5158 -1.3460 0.7806
H -0.7085 2.3403 -1.3142
F 2.5143 0.5252 -0.3012
H -0.1084 -2.0864 1.4646
F -1.4267 0.2823 -1.6579
C -1.0994 1.3342 -0.8792
C 1.3477 0.2101 -0.8070
O 0.3814 -2.1551 -1.8120
O 1.9300 -2.1949 0.1598
C -0.3305 0.0713 1.3120
F 0.6193 0.1755 2.3418
S 0.8329 -1.6188 -0.5127
H -1.1368 0.5169 1.9461
F 1.1672 0.7089 -2.0463
H -1.5986 -1.6652 0.6510
*
```

Results
HOMO energy ... -10.588 eV
Structure (SMILES) ... O=S1(=O)C[C@@H](F)[C@](F)(C(F)F)C1(F)F
Kohn-Sham gap ... 0.407 Ha
Energy above the lowest of the compared OMol25 structures with the same formula, charge and spin ... 50.9 kcal per mole

***

Record 3
Here is one molecule with the formula C5H4FNO from OMol25. Energies are from wB97M-V/def2-TZVPD.

Geometry as ORCA input:
```
! RIJCOSX wB97M-V def2-TZVPD def2/J DEFGRID3
* xyz 0 1
F 2.5765 0.1745 -0.8008
O -0.0217 2.1858 -0.0280
N -0.2870 -1.3053 -0.0648
C -1.6537 -0.8264 -0.3024
H -2.3910 -1.5862 -0.5220
H 2.2359 -1.3149 0.6919
H -2.7235 1.0871 -0.4824
H 2.2352 0.4674 1.1960
C 0.3872 -0.2066 0.1542
C 1.9110 -0.2404 0.3977
C -1.8125 0.4934 -0.2223
C -0.4562 1.0717 -0.0170
*
```

Results
HOMO energy ... -10.282 eV
Structure (SMILES) ... O=C1C=CN=C1CF
Kohn-Sham gap ... 0.323 Ha
Energy above the lowest of the compared OMol25 structures with the same formula, charge and spin ... 39.3 kcal per mole

***

Record 4
Here is one molecule with the formula C5H4FNS from OMol25. Energies are from wB97M-V/def2-TZVPD.

Geometry as ORCA input:
```
! RIJCOSX wB97M-V def2-TZVPD def2/J DEFGRID3
* xyz 0 1
F 3.1157 -0.5606 -0.1398
C -1.3686 -0.6062 0.1477
H -0.3571 1.9967 0.0852
C 0.4147 1.2199 0.0320
H -1.4286 -1.7583 0.5040
C -0.1178 -0.1836 -0.0463
C 1.9331 -0.1714 0.0416
H -3.8074 -0.9292 0.8451
S -2.9360 0.1466 -0.1371
H 2.5601 1.8424 0.4559
N 0.8739 -1.0091 0.0019
C 1.7803 1.1768 0.0830
*
```

Results
HOMO energy ... -8.361 eV
Structure (SMILES) ... FC1=N/C(=C/S)C=C1
Kohn-Sham gap ... 0.283 Ha
Energy above the lowest of the compared OMol25 structures with the same formula, charge and spin ... 84.0 kcal per mole

***

Record 5
Here is C5H4FeO7 as an isolated structure from OMol25. Energies are from wB97M-V/def2-TZVPD.

Geometry as ORCA input:
```
! RIJCOSX wB97M-V def2-TZVPD def2/J DEFGRID3
* xyz -1 6
O -2.4865 1.4811 -0.6397
H 2.7118 -0.9895 1.4452
H 1.3564 0.1227 3.0857
H 2.0788 1.3510 2.0303
C 1.3085 0.5536 2.0640
H 1.0009 -1.3653 1.0726
O -3.5571 0.9465 -2.5359
C 1.7511 -0.5640 1.1326
O -1.9557 -1.5757 -2.4821
O 1.9854 -0.0646 -0.2053
C 1.4003 -0.5937 -1.2440
O 1.5169 -0.1596 -2.3525
C -2.6791 0.7900 -1.7005
O -1.4858 -0.9449 -0.4113
Fe -1.3058 0.6679 0.6348
O 0.0633 1.0508 1.7598
C -1.7033 -0.7062 -1.6537
*
```

Results
HOMO energy (spin up / spin down) ... -4.771 / -4.806 eV
Kohn-Sham gap (spin up / spin down) ... 0.291 / 0.266 Ha
Energy above the lowest of the compared OMol25 structures with the same formula, charge and spin ... 24.1 kcal per mole

***

Record 6
Here is C5H4HgLiO7 as an isolated structure from OMol25. Energies are from wB97M-V/def2-TZVPD.

Geometry as ORCA input:
```
! RIJCOSX wB97M-V def2-TZVPD def2/J DEFGRID3
* xyz 0 2
O 0.8187 2.2703 -2.8855
H -1.8650 -2.0698 0.9877
O -1.0085 1.8830 0.2700
O 1.1308 -0.8487 1.3483
Li 2.2388 1.5036 -1.4252
C -0.8044 -1.9407 0.7427
O 1.5745 -0.1605 -0.7878
Hg -1.8554 0.4735 -0.8265
H 0.4054 -2.3610 2.5274
C 0.0330 -1.5155 1.9384
H -0.5215 -0.8276 2.5973
C -0.0800 1.8453 -2.1704
O -0.6023 -0.8663 -0.1727
H -0.4353 -2.8670 0.2818
O -1.1635 1.2893 -2.5107
C 0.7537 -0.1930 0.1771
O 1.1914 2.5376 0.0570
C 0.1895 1.8474 -0.1486
*
```

Results
HOMO energy (spin up / spin down) ... -7.268 / -7.739 eV
Kohn-Sham gap (spin up / spin down) ... 0.198 / 0.215 Ha
Energy above the lowest of the compared OMol25 structures with the same formula, charge and spin ... 142.4 kcal per mole

***

Here are the calculated strongest force on any atom numbers, same order: 0.1306 0.1022 0.0554 0.1267 0.0995 0.1108 (Eh/bohr).
Here are the calculated E numbers, same order: -26576.665 -36481.794 -11502.870 -20288.868 -53970.125 -23957.049 (eV).